DFT (the ωB97M-V functional and the def2-TZVPD basis) results for 2 unconnected molecules or ions with the total composition C6H16NS.

As for the energy above the lowest of the compared OMol25 structures with the same formula, charge and spin: 135.7 kcal/mol. The charge is +1. The total energy is -690.69532 hartree. The calculation puts the gap between HOMO and LUMO at 9.3471 eV.

XYZ file:
```
24
Properties=species:S:1:pos:R:3:lowdin_charge:R:1
H -1.129 0.383 1.979 0.115
H 3.518 0.894 -1.463 0.087
H -1.820 -1.279 1.668 0.092
C -2.571 0.544 -0.194 -0.083
H 0.601 -0.191 -0.937 0.011
H 3.679 -0.566 1.249 0.043
H -0.151 -0.948 1.495 0.091
C 3.375 0.114 -0.621 -0.120
S 0.252 1.887 -0.037 0.907
C -0.280 0.378 -0.795 -0.432
H -3.450 0.194 0.354 0.110
H 1.144 2.249 -1.042 0.008
H -2.456 -2.176 -0.026 0.092
H 3.815 1.183 0.978 0.023
H -2.318 1.555 0.236 0.088
H -2.919 0.670 -1.292 0.145
C 3.571 0.262 0.645 -0.086
H 3.036 -0.867 -1.175 0.093
H -2.356 -1.668 -1.717 0.156
H -0.646 -2.098 -0.828 0.126
H 1.312 2.020 0.917 -0.032
N -1.378 -0.283 -0.076 -0.473
C -1.109 -0.536 1.378 -0.014
C -1.719 -1.721 -0.695 0.052
```


DFT (the ωB97M-V functional and the def2-TZVPD basis) results for a molecular structure, C2Cl3F.

As for the energy above the lowest of the compared OMol25 structures with the same formula, charge and spin: 21.6 kcal/mol. The total energy is -1556.58637 hartree. The calculation puts the gap between HOMO and LUMO at 10.5026 eV.

XYZ file:
```
6
Properties=species:S:1:pos:R:3:lowdin_charge:R:1
F 0.933 -1.503 0.217 -0.005
C -0.547 0.194 0.019 -1.224
Cl 2.037 0.668 -0.213 0.733
Cl -1.754 -0.921 -0.220 0.735
Cl -1.263 1.767 0.049 0.652
C 0.594 -0.206 0.148 -0.892
```


DFT (the ωB97M-V functional and the def2-TZVPD basis) results for C5H6OS2 in the gas phase.

As for the energy above the lowest of the compared OMol25 structures with the same formula, charge and spin: 36.6 kcal/mol. The structure (SMILES) is C1S[C@H]2S[C@@H]1[C@@H]1O[C@H]21. The total energy is -1065.67040 hartree. The calculation puts the gap between HOMO and LUMO at 9.3627 eV.

XYZ file:
```
14
Properties=species:S:1:pos:R:3:lowdin_charge:R:1
C -1.100 1.015 0.202 -0.757
H 1.872 -0.668 0.935 0.183
H -0.107 -0.734 -2.468 0.101
C 0.339 -0.285 -1.498 -0.506
H 1.423 -0.501 -1.608 0.088
H -1.798 1.746 0.549 0.075
C -0.069 -1.093 -0.240 -0.590
C 0.073 0.837 1.203 -0.382
H 0.564 1.753 1.644 0.169
S -0.228 1.428 -1.345 0.856
H 0.055 -2.190 -0.303 0.130
O -0.031 -0.244 2.043 -0.058
C 0.756 -0.420 0.830 -0.260
S -1.749 -0.646 0.056 0.952
```


DFT (the ωB97M-V functional and the def2-TZVPD basis) results for a molecular structure, C24H32IMoN3.

The spin multiplicity is 3. The expectation value of S² is 2.067. The charge is +2. The total energy is -1463.16331 hartree. The calculation puts the gap between HOMO and LUMO (spin up / spin down) at 6.0266 / 5.6161 eV.

XYZ file:
```
61
Properties=species:S:1:pos:R:3:lowdin_spin:R:1
C -2.701 -1.340 0.764 0.015
C 2.746 -2.564 -2.622 0.000
H -3.172 -1.700 -0.207 0.002
C -1.206 2.748 0.044 0.093
C 0.224 -1.608 2.894 0.017
C 1.649 -1.926 -2.118 0.004
C 2.555 0.411 0.103 0.002
C 3.092 -3.578 -0.459 0.000
H -1.433 0.330 -2.361 0.000
H 1.101 0.817 2.347 0.000
H 3.456 0.975 0.395 0.000
H 2.512 -0.472 0.748 0.000
H -3.073 -1.879 1.612 0.003
H 2.715 0.073 -0.924 0.000
H 1.041 3.408 -0.410 0.000
H 3.015 -2.872 4.435 0.001
H -2.118 4.750 1.526 0.000
H -0.674 -1.542 -2.599 -0.006
C -3.000 1.756 -1.865 0.028
H 1.862 2.379 -1.606 0.000
C -0.939 1.528 -0.610 0.060
C -0.942 -2.167 -1.707 -0.003
C -2.786 4.601 0.665 0.003
C 1.734 2.579 -0.541 0.003
C -2.409 3.412 -0.164 0.049
C 1.342 1.314 0.239 0.011
H 4.352 -3.891 -2.171 0.000
H -2.028 -2.521 -1.771 0.002
H 2.694 2.916 -0.127 0.000
H -2.774 5.507 0.040 0.001
H -0.432 3.221 0.644 0.003
H 2.188 2.213 1.976 0.001
I -2.145 1.195 2.537 0.762
H -3.126 -0.350 0.905 0.011
C 1.255 1.694 1.708 0.011
H 0.432 2.381 1.894 0.003
C 3.493 -3.386 -1.782 0.006
C -1.792 1.081 -1.655 0.037
H -0.352 -3.115 -1.619 0.011
H 3.008 -2.376 -3.680 0.000
C 1.953 -2.884 -0.008 0.004
N 1.292 -2.009 -0.800 0.001
H -4.015 2.093 -3.742 0.001
H 0.917 -1.534 4.919 0.000
H 3.334 -3.723 2.093 0.000
H -3.810 4.472 1.035 0.001
H 3.663 -4.210 0.226 0.000
C -3.287 2.901 -1.120 0.026
C 1.556 -2.779 1.370 0.011
N 0.419 -2.018 1.610 0.000
H -3.672 0.385 -3.356 0.000
H 0.963 -1.440 -2.814 0.000
C 2.278 -2.651 3.650 0.016
H -4.958 1.261 -2.504 0.001
C 1.128 -1.901 3.912 -0.003
C -3.954 1.349 -2.934 0.004
H -0.672 -0.989 3.050 0.011
Mo -0.812 -1.295 0.047 0.677
C 2.460 -3.121 2.372 -0.001
H -4.244 3.415 -1.236 0.001
N 0.096 0.679 -0.246 0.120
```